ORCA calculation (wB97M-V/def2-TZVPD) on C13H21Br4N7O2Re as an isolated structure in a non-equilibrium geometry.

Output
energy: -11415.5973 hartree
LUMO level (alpha / beta): -6.48 / -7.39 eV
multiplicity: 2
net charge: +2

Last column: natural (NBO) charge in e.
Geometry (Å):
Re: -0.37 -0.39 -0.35  1.451
N: -0.42 -0.79 1.94  -0.750
C: -1.06 -1.97 2.56  -0.224
C: -2.40 -2.29 1.95  -0.429
C: -2.28 -2.89 0.57  -0.237
N: -2.12 -1.88 -0.50  -0.763
H: 0.58 -0.78 2.14  0.415
H: -0.82 0.07 2.31  0.400
H: -1.18 -1.81 3.63  0.226
H: -0.39 -2.83 2.43  0.220
H: -3.02 -1.38 1.92  0.194
H: -2.91 -3.00 2.59  0.261
H: -3.14 -3.52 0.35  0.224
H: -1.40 -3.54 0.54  0.236
H: -3.03 -1.46 -0.69  0.386
H: -1.86 -2.38 -1.34  0.422
Br: 4.18 -5.74 -0.59  0.194
C: 3.46 -4.02 -0.47  -0.142
C: 4.32 -2.88 -0.38  -0.116
Br: 6.17 -3.11 -0.42  0.204
C: 3.79 -1.61 -0.26  -0.181
Br: 4.86 -0.08 -0.08  0.135
C: 2.40 -1.44 -0.27  0.274
O: 1.77 -0.31 -0.13  -0.672
C: 1.57 -2.56 -0.46  0.288
O: 0.31 -2.24 -0.60  -0.621
C: 2.09 -3.86 -0.51  -0.185
Br: 0.89 -5.29 -0.64  0.142
C: 2.17 3.56 -1.06  -0.432
N: 0.73 3.81 -0.96  -0.357
C: 0.24 5.19 -0.89  -0.436
C: -0.10 2.77 -0.83  0.676
N: 0.31 1.52 -0.85  -0.825
N: -1.44 3.05 -0.70  -0.593
C: -2.41 2.12 -0.46  0.668
N: -3.67 2.57 -0.53  -0.763
N: -2.12 0.88 -0.15  -0.798
H: 2.68 4.51 -1.18  0.248
H: 2.41 2.95 -1.92  0.227
H: 2.55 3.09 -0.15  0.229
H: 1.07 5.86 -1.10  0.258
H: -0.14 5.44 0.10  0.223
H: -0.52 5.39 -1.65  0.213
H: 1.31 1.45 -0.97  0.439
H: -1.72 4.01 -0.80  0.435
H: -3.90 3.52 -0.77  0.427
H: -4.45 1.94 -0.42  0.425
H: -2.97 0.37 0.07  0.382